1.
The following is a DFT calculation (ωB97M-V with the def2-TZVPD basis set) of C2H3FHoO as an isolated structure in a non-equilibrium geometry.

The geometry in XYZ format:
```
8
C2H3FHoO | the OMol25 dataset | ωB97M-V with the def2-TZVPD basis set
H -0.153 -0.940 -1.216
C -1.657 -0.582 -0.108
C -0.636 -1.248 0.548
O 0.482 -1.042 -0.205
H -2.666 -0.713 0.290
F -1.410 0.745 -0.271
H -0.757 -2.224 1.018
Ho 1.908 0.715 0.298
```

Summary:
HOMO energy (alpha / beta): -23.2 / -23.2 eV
Spin multiplicity: 5
Kohn-Sham gap (alpha / beta): 5.48 / 4.97 eV
LUMO energy (alpha / beta): -17.75 / -18.26 eV
Charge: +3
Expectation value of S²: 6.009



2.
The following is a DFT calculation (ωB97M-V with the def2-TZVPD basis set) of one molecule with the formula C2H3FIN in a non-equilibrium geometry.

The geometry in XYZ format:
```
8
C2H3FIN | the OMol25 dataset | ωB97M-V with the def2-TZVPD basis set
H -1.404 2.087 1.076
N -1.073 1.209 0.766
C -0.424 0.648 -0.107
I 0.095 1.179 -2.078
C 0.449 -0.896 0.052
F 0.890 -1.835 1.212
H 1.397 -0.591 -0.388
H 0.070 -1.801 -0.534
```

Summary:
HOMO energy: -9.7 eV
Relative energy (zero: lowest compared OMol25 entry of this formula, charge and spin): 56.9 kcal/mol
Kohn-Sham gap: 9.83 eV
SMILES string: [H]/N=C(\I)CF
LUMO energy: 0.13 eV



3.
The following is a DFT calculation (ωB97M-V with the def2-TZVPD basis set) of C2H3FLiOPt as an isolated structure in a non-equilibrium geometry.

The geometry in XYZ format:
```
9
C2H3FLiOPt | the OMol25 dataset | ωB97M-V with the def2-TZVPD basis set
O -0.234 -0.881 0.887
C -0.533 0.275 0.212
C 0.365 0.684 -0.867
Li 1.617 -1.199 0.549
H -1.079 1.051 0.762
F 1.725 0.445 -0.501
H 0.360 0.468 -1.940
Pt -1.181 -1.574 1.943
H -1.039 0.731 -1.046
```

Summary:
HOMO energy (alpha / beta): -19.5 / -20.3 eV
Spin multiplicity: 4
Kohn-Sham gap (alpha / beta): 9.48 / 7.52 eV
LUMO energy (alpha / beta): -10.04 / -12.77 eV
Charge: +2
Expectation value of S²: 3.775



4.
The following is a DFT calculation (ωB97M-V with the def2-TZVPD basis set) of one molecule with the formula C2H3FN2O in a non-equilibrium geometry.

The geometry in XYZ format:
```
9
C2H3FN2O | the OMol25 dataset | ωB97M-V with the def2-TZVPD basis set
C 0.690 -0.587 -0.889
O 0.046 -0.814 0.311
C -0.432 0.261 0.986
F 0.406 0.805 1.874
N -1.847 0.618 1.066
N -1.285 1.376 0.313
H 0.628 -1.571 -1.359
H 1.702 -0.217 -0.812
H 0.092 0.128 -1.490
```

Summary:
HOMO energy: -9.8 eV
Relative energy (zero: lowest compared OMol25 entry of this formula, charge and spin): 44.9 kcal/mol
Kohn-Sham gap: 10.30 eV
SMILES string: COC1(F)N=N1
LUMO energy: 0.51 eV



Number 1: E -1199.62541 a.u.. Number 2: E -530.21190 a.u.. Number 3: E -378.88895 a.u.. Number 4: E -362.51962 a.u..